# 1
This record from OMol25 describes 17 unconnected molecules or ions with the total composition C41H89Cl20N7O7 in a non-equilibrium geometry. The level of theory is the ωB97M-V functional and the def2-TZVPD basis.

Calculated values
Charge = 0
Relative energy (zero: lowest compared OMol25 entry of this formula, charge and spin) = 0.00 kcal/mol
Gap between HOMO and LUMO = 9.484 eV
HOMO level = -9.2004 eV
Maximum force = 3.045 eV/Å

CARTESIAN COORDINATES (ANGSTROEM)
Cl -7.78 2.34 0.82
C -6.27 3.38 1.08
C -5.42 3.40 -0.18
Cl -3.97 4.40 0.17
H -5.79 2.85 1.92
H -6.62 4.33 1.50
H -5.99 3.90 -0.97
H -5.20 2.37 -0.38
Cl -2.81 -1.40 -2.85
C -4.43 -1.61 -2.11
C -5.38 -0.55 -2.59
Cl -5.42 -0.50 -4.39
H -4.41 -1.50 -1.06
H -4.80 -2.55 -2.51
H -5.09 0.49 -2.28
H -6.37 -0.75 -2.19
Cl 0.47 -4.13 -2.55
C 1.25 -5.70 -3.02
C 1.80 -5.51 -4.41
Cl 3.49 -4.99 -4.49
H 0.50 -6.49 -3.02
H 2.01 -5.84 -2.25
H 1.25 -4.83 -5.08
H 1.85 -6.49 -4.95
Cl -0.50 -1.32 -7.35
C 0.94 -1.46 -6.29
C 2.07 -1.92 -7.12
Cl 1.84 -3.64 -7.63
H 0.70 -2.18 -5.48
H 1.11 -0.49 -5.82
H 2.94 -1.90 -6.51
H 2.20 -1.40 -8.09
Cl 0.47 1.48 -3.93
C 2.02 2.15 -4.28
C 1.88 3.17 -5.43
Cl 0.68 4.43 -4.97
H 2.79 1.44 -4.55
H 2.30 2.69 -3.37
H 1.56 2.82 -6.41
H 2.82 3.67 -5.56
Cl -4.42 -5.18 -4.10
C -3.79 -3.92 -5.30
C -2.33 -3.79 -5.26
Cl -1.55 -5.38 -5.49
H -4.14 -2.96 -4.97
H -4.26 -4.18 -6.26
H -2.01 -3.30 -4.27
H -1.95 -3.13 -6.10
Cl 0.46 5.26 0.01
C 0.01 5.35 -1.82
C 0.20 6.75 -2.35
Cl 1.89 7.12 -2.52
H -1.03 4.96 -1.85
H 0.62 4.60 -2.31
H -0.23 7.60 -1.73
H -0.17 6.78 -3.38
Cl 2.65 -1.71 5.98
C 1.92 -0.11 5.76
C 0.48 -0.32 5.15
Cl -0.50 1.10 5.46
H 2.57 0.59 5.19
H 1.75 0.37 6.76
H -0.04 -1.20 5.61
H 0.46 -0.43 4.07
Cl 4.61 3.78 -3.38
C 5.24 3.67 -1.75
C 4.15 3.84 -0.69
Cl 2.86 2.50 -0.83
H 5.97 4.48 -1.60
H 5.78 2.73 -1.60
H 3.63 4.79 -0.74
H 4.58 3.64 0.25
Cl 0.07 -1.00 -0.88
C -0.69 0.66 -0.85
C -0.71 1.18 0.58
Cl -1.52 -0.03 1.71
H -1.70 0.34 -1.22
H -0.12 1.26 -1.49
H -1.33 2.06 0.69
H 0.28 1.42 0.93
C -2.09 -5.06 1.86
O -2.88 -4.33 2.43
N -1.82 -5.01 0.51
C -0.99 -6.05 0.02
C -2.53 -4.07 -0.37
H -1.51 -5.86 2.39
H -0.90 -6.78 0.79
H -0.06 -5.60 -0.46
H -1.53 -6.49 -0.85
H -3.26 -4.64 -0.97
H -3.04 -3.30 0.28
H -1.74 -3.69 -0.97
C -2.41 4.89 4.55
O -1.80 5.81 4.08
N -3.72 4.63 4.39
C -4.36 3.47 5.04
C -4.60 5.76 3.98
H -1.93 4.00 5.06
H -4.74 3.75 6.01
H -3.57 2.65 5.09
H -5.22 3.17 4.45
H -4.10 6.43 3.33
H -5.42 5.30 3.46
H -5.07 6.30 4.79
C -4.58 -1.58 2.11
O -4.99 -1.21 1.04
N -5.18 -1.23 3.26
C -6.50 -0.54 3.24
C -4.70 -1.61 4.55
H -3.75 -2.24 2.27
H -6.44 0.37 3.88
H -7.34 -1.19 3.46
H -6.63 -0.20 2.22
H -5.43 -2.14 5.08
H -3.75 -2.14 4.62
H -4.59 -0.71 5.19
C 3.14 -4.30 1.98
O 3.84 -4.99 2.69
N 1.83 -4.02 2.21
C 1.10 -3.06 1.35
C 1.23 -4.45 3.43
H 3.54 -3.86 1.03
H 1.28 -2.01 1.65
H -0.04 -3.16 1.46
H 1.36 -3.12 0.20
H 1.98 -4.87 4.07
H 0.97 -3.65 4.15
H 0.37 -5.03 3.17
C 3.36 -1.21 -3.47
O 3.50 -0.57 -4.50
N 4.32 -1.31 -2.58
C 4.10 -1.94 -1.25
C 5.48 -0.50 -2.64
H 2.42 -1.73 -3.28
H 5.05 -2.43 -0.89
H 3.23 -2.63 -1.33
H 3.85 -1.19 -0.51
H 6.49 -1.02 -2.63
H 5.48 0.15 -3.53
H 5.48 0.21 -1.85
C 5.30 0.95 1.15
O 6.28 1.38 0.47
N 5.28 -0.23 1.85
C 4.12 -0.63 2.65
C 6.56 -0.94 1.98
H 4.39 1.56 1.21
H 4.39 -0.83 3.69
H 3.68 -1.52 2.19
H 3.47 0.24 2.61
H 6.58 -1.91 1.51
H 7.26 -0.25 1.48
H 6.65 -1.08 3.05
C 1.43 2.81 3.10
O 2.07 1.79 3.00
N 2.01 3.99 3.40
C 1.30 5.30 3.48
C 3.41 4.19 3.50
H 0.31 2.96 3.01
H 1.34 5.74 4.52
H 0.27 5.20 3.16
H 1.88 5.93 2.82
H 3.96 3.28 3.36
H 3.79 4.89 2.76
H 3.74 4.68 4.47

# 2
This record from OMol25 describes 9 unconnected molecules or ions with the total composition C63H59BrN3O17 in a non-equilibrium geometry. The level of theory is the ωB97M-V functional and the def2-TZVPD basis.

Calculated values
Charge = +1
Gap between HOMO and LUMO = 6.424 eV
HOMO level = -11.1312 eV
Maximum force = 5.970 eV/Å

CARTESIAN COORDINATES (ANGSTROEM)
C 6.82 2.32 -1.60
C 5.87 3.67 -1.84
N 5.00 3.78 -0.61
C 3.72 4.54 -0.85
C 2.43 4.05 -1.72
N 1.11 4.67 -2.00
N 0.86 5.88 -1.45
C -0.48 6.54 -1.66
C -1.68 5.54 -2.14
C -1.99 4.27 -1.15
C -1.38 4.40 0.37
C -2.03 3.26 1.36
C -2.25 1.79 0.66
C -0.87 1.01 0.25
C -0.72 0.66 -1.35
O -0.75 -0.77 -1.69
C -0.68 -0.77 -3.18
C 1.92 6.56 -0.64
C 3.41 6.06 -0.22
Br 4.75 7.06 0.90
H 7.93 2.61 -1.30
H 6.39 1.71 -0.69
H 6.77 1.60 -2.53
H 6.64 4.56 -1.96
H 5.24 3.56 -2.82
H 5.50 4.32 0.16
H 2.58 2.98 -2.24
H -0.32 7.35 -2.52
H -0.78 7.10 -0.67
H -1.55 5.16 -3.26
H -2.68 6.20 -2.16
H -1.54 3.32 -1.64
H -3.16 4.04 -1.01
H -1.39 5.49 0.82
H -0.22 4.12 0.28
H -1.47 3.13 2.39
H -3.12 3.66 1.64
H -2.78 1.11 1.49
H -2.98 1.81 -0.26
H -0.86 -0.04 0.82
H 0.12 1.56 0.63
H 0.29 1.09 -1.79
H -1.68 1.15 -1.88
H -0.76 -1.85 -3.64
H 0.34 -0.27 -3.52
H -1.53 -0.09 -3.67
H 1.61 7.64 -0.22
C -8.08 4.71 -1.21
C -7.12 5.02 -0.35
C -6.22 3.99 0.21
O -5.34 4.27 1.01
C -6.43 2.59 -0.24
C -7.40 2.28 -1.11
C -8.29 3.31 -1.66
O -9.18 3.03 -2.46
H -8.75 5.45 -1.63
H -6.95 6.04 -0.01
H -5.77 1.85 0.18
H -7.57 1.26 -1.44
C -2.30 -3.39 2.86
C -2.38 -4.72 2.77
C -2.57 -5.39 1.47
O -2.64 -6.61 1.38
C -2.65 -4.53 0.27
C -2.57 -3.20 0.36
C -2.39 -2.53 1.66
O -2.31 -1.31 1.74
H -2.17 -2.88 3.81
H -2.32 -5.36 3.64
H -2.78 -5.04 -0.68
H -2.63 -2.56 -0.51
C 7.81 -2.69 -4.88
C 8.19 -1.85 -3.91
C 8.44 -0.42 -4.19
O 8.79 0.34 -3.30
C 8.24 0.04 -5.58
C 7.85 -0.80 -6.54
C 7.61 -2.22 -6.26
O 7.25 -2.99 -7.15
H 7.62 -3.74 -4.69
H 8.34 -2.18 -2.89
H 8.42 1.09 -5.76
H 7.71 -0.47 -7.57
C 12.18 -2.53 -3.11
C 13.48 -2.29 -3.29
C 14.22 -2.89 -4.41
O 15.41 -2.67 -4.58
C 13.47 -3.76 -5.34
C 12.17 -4.00 -5.16
C 11.42 -3.40 -4.03
O 10.23 -3.62 -3.87
H 11.62 -2.10 -2.29
H 14.05 -1.65 -2.62
H 14.03 -4.19 -6.16
H 11.60 -4.64 -5.83
C -5.97 -6.90 4.51
C -6.81 -7.93 4.70
C -6.37 -9.15 5.42
O -7.13 -10.09 5.59
C -4.98 -9.18 5.91
C -4.15 -8.16 5.71
C -4.58 -6.94 5.00
O -3.82 -6.00 4.82
H -6.28 -6.01 3.98
H -7.83 -7.92 4.35
H -4.68 -10.08 6.43
H -3.12 -8.17 6.07
C 3.47 -1.28 -1.00
C 2.50 -1.52 -1.88
C 2.78 -2.21 -3.16
O 1.89 -2.43 -3.97
C 4.17 -2.61 -3.42
C 5.15 -2.37 -2.54
C 4.87 -1.68 -1.26
O 5.76 -1.46 -0.45
H 3.28 -0.78 -0.06
H 1.47 -1.24 -1.70
H 4.36 -3.11 -4.37
H 6.18 -2.66 -2.72
C -6.81 8.88 0.08
C -6.35 10.12 0.22
C -6.78 11.21 -0.68
O -6.35 12.35 -0.55
C -7.74 10.86 -1.75
C -8.21 9.62 -1.89
C -7.78 8.53 -0.99
O -8.20 7.39 -1.12
H -6.51 8.07 0.73
H -5.64 10.39 1.00
H -8.05 11.67 -2.40
H -8.91 9.35 -2.67
C -6.25 -8.93 11.43
C -5.89 -9.59 10.33
C -5.09 -8.93 9.27
O -4.76 -9.53 8.26
C -4.70 -7.52 9.49
C -5.07 -6.86 10.60
C -5.87 -7.52 11.65
O -6.20 -6.92 12.66
H -6.84 -9.40 12.21
H -6.16 -10.62 10.15
H -4.12 -7.05 8.71
H -4.79 -5.83 10.77